(1)
Entry from OMol25: a molecular structure, C3H4CaO4 at a distorted geometry (the ωB97M-V functional and the def2-TZVPD basis).

```
12
Properties=species:S:1:pos:R:3:forces:R:3:mulliken_charge:R:1
C -0.7537 -0.4307 1.3524 0.60 0.45 3.45 0.25
C 0.0233 -1.2382 0.3347 0.42 -0.26 0.68 -0.33
O 0.0202 -0.5418 -0.9161 -0.52 -0.56 -1.56 -0.31
C 0.2661 0.7302 -0.8938 0.69 0.23 4.42 0.96
O -0.2059 0.0944 2.3513 -1.73 -1.23 -2.52 -0.54
O 0.4059 1.3730 -1.9390 -0.10 0.22 -1.42 -0.77
O 0.4868 1.2355 0.2710 0.32 2.34 0.62 -0.59
Ca 0.7239 1.3027 -3.9904 0.02 0.19 -0.20 1.79
H -1.8445 -0.3541 1.1992 0.11 0.05 0.08 0.35
H -0.4630 -2.2013 0.1450 0.13 0.22 0.06 0.29
H 1.0586 -1.3665 0.6761 -0.27 -0.02 -0.12 0.32
H 0.2823 1.3968 1.4095 0.33 -1.63 -3.50 0.58
```
Positions in Å, forces in eV/Å.

Its total charge is +2. Its relative energy (zero: lowest compared OMol25 entry of this formula, charge and spin) is 15.3 kcal per mole. For the HOMO energy, the calculation gives -17.500 eV. The total energy is -29786.108 eV. The orbital gap is 7.7 eV.

---

(2)
Entry from OMol25: C3H4Cl2FNO in the gas phase at a distorted geometry (the ωB97M-V functional and the def2-TZVPD basis).

```
12
Properties=species:S:1:pos:R:3:forces:R:3:mulliken_charge:R:1
O -1.9729 -0.5799 -0.7151 -1.05 -1.67 -1.66 -0.37
N -0.6423 -0.6638 -1.0835 0.27 1.31 1.94 -0.42
C 0.0618 -0.1256 -0.1318 -0.19 -0.80 -0.62 0.49
C -0.5093 0.3892 1.1777 -0.89 -0.98 1.47 -0.25
F -1.0544 1.6405 0.8478 0.42 -0.31 0.75 -0.24
C 1.4888 0.0276 -0.5441 0.72 -1.11 -1.22 -0.17
Cl 2.6506 -0.9993 0.4462 -0.71 0.89 -0.22 -0.17
Cl 1.9893 1.7513 -0.6782 -0.15 -0.87 0.33 -0.13
H -2.4320 -1.1551 -1.3962 0.70 1.06 1.15 0.38
H 0.2772 0.4285 2.0443 -1.27 0.39 -1.85 0.24
H -1.4124 -0.2657 1.5982 2.07 1.23 -1.20 0.26
H 1.5555 -0.4477 -1.5655 0.07 0.85 1.12 0.37
```
Positions in Å, forces in eV/Å.

Its total charge is 0. Its relative energy (zero: lowest compared OMol25 entry of this formula, charge and spin) is 50.0 kcal per mole. For the HOMO energy, the calculation gives -10.447 eV. The total energy is -34473.408 eV. The orbital gap is 10.8 eV.

---

(3)
Entry from OMol25: a gas-phase ion, C3H4Cl2N3 (charge +1) at a distorted geometry (the ωB97M-V functional and the def2-TZVPD basis).

```
12
Properties=species:S:1:pos:R:3:forces:R:3:mulliken_charge:R:1
C -1.2541 0.1367 -0.0104 -3.63 0.66 -1.39 -0.06
C 0.1474 0.4393 0.1325 0.53 -0.09 -0.94 0.64
C 0.8563 -1.7708 -0.6157 -2.21 1.19 -0.12 -0.13
N -1.7403 -1.0035 0.3942 0.43 1.28 -0.20 -0.23
N 0.9687 -0.6540 0.2036 1.07 1.24 0.24 -0.11
N 0.6677 1.6886 0.0144 -3.03 0.20 1.12 -0.39
Cl 2.2212 -2.6332 -0.7521 1.30 -0.51 0.42 0.01
Cl -3.4237 -1.2736 0.1470 1.39 0.49 0.01 0.03
H -1.9204 0.9075 -0.5762 1.19 -1.21 1.17 0.35
H 1.8401 -0.3460 0.6056 1.10 -0.58 0.12 0.31
H 0.0669 2.5778 0.1056 0.60 -2.26 -0.34 0.30
H 1.5703 1.9314 0.3515 1.25 -0.44 -0.08 0.27
```
Positions in Å, forces in eV/Å.

Its total charge is +1. Its relative energy (zero: lowest compared OMol25 entry of this formula, charge and spin) is 79.7 kcal per mole. For the HOMO energy, the calculation gives -13.292 eV. The total energy is -32679.536 eV. The orbital gap is 7.0 eV.

---

(4)
Entry from OMol25: a molecular structure, C3H4Cl2S at a distorted geometry (the ωB97M-V functional and the def2-TZVPD basis).

```
10
Properties=species:S:1:pos:R:3:forces:R:3:mulliken_charge:R:1
C -0.3404 -0.2257 -0.6309 -0.96 1.34 -0.52 -0.75
C -1.0458 0.2127 0.7048 -0.09 -0.75 0.76 -0.45
C 1.1073 -0.0804 -0.0447 -0.40 -0.79 -2.06 0.47
S 0.5032 -0.2130 1.5851 -0.03 0.15 1.61 -0.10
Cl 1.9135 1.4473 -0.4201 -0.12 0.59 -0.05 -0.17
Cl 2.2136 -1.3397 -0.6905 -0.16 -0.17 0.42 -0.19
H -0.5740 -1.2325 -1.0458 0.30 0.65 0.78 0.31
H -0.6133 0.5271 -1.4082 0.63 -0.64 0.25 0.28
H -1.3126 1.2939 0.7550 0.39 -0.83 -0.12 0.27
H -1.8516 -0.3896 1.1953 0.44 0.43 -1.07 0.32
```
Positions in Å, forces in eV/Å.

Its total charge is 0. Its relative energy (zero: lowest compared OMol25 entry of this formula, charge and spin) is 5.4 kcal per mole. For the HOMO energy, the calculation gives -9.350 eV. The total energy is -39055.143 eV. The orbital gap is 10.0 eV.

---

(5)
Entry from OMol25: C3H4Cl2S in the gas phase at a distorted geometry (the ωB97M-V functional and the def2-TZVPD basis).

```
10
Properties=species:S:1:pos:R:3:forces:R:3:mulliken_charge:R:1
C 1.4103 0.6019 -0.4703 -3.08 -3.61 0.68 -0.73
C 0.1675 0.0465 -0.3889 2.31 3.12 -0.44 -0.59
C -0.1412 -1.3356 -0.4390 -1.48 -2.19 1.38 0.76
S -1.3077 -1.8998 1.0232 0.52 -0.02 -1.43 -0.17
Cl 1.3344 -2.2995 -0.5404 -0.33 -0.69 -0.01 -0.18
Cl -1.2128 -1.5847 -1.8626 0.29 -0.34 0.01 -0.14
H 1.3426 1.6106 -0.6142 1.00 2.53 -0.12 0.29
H 2.2167 -0.1068 -0.3940 0.70 0.79 -0.22 0.27
H -0.6717 0.7092 -0.4767 -0.46 0.11 0.12 0.33
H -0.8145 -1.2080 2.0446 0.53 0.30 0.03 0.15
```
Positions in Å, forces in eV/Å.

Its total charge is 0. Its relative energy (zero: lowest compared OMol25 entry of this formula, charge and spin) is 21.4 kcal per mole. For the HOMO energy, the calculation gives -9.677 eV. The total energy is -39054.448 eV. The orbital gap is 10.1 eV.

---

(6)
Entry from OMol25: C3H4Cl2S in the gas phase at a distorted geometry (the ωB97M-V functional and the def2-TZVPD basis).

```
10
Properties=species:S:1:pos:R:3:forces:R:3:mulliken_charge:R:1
C 1.3025 -1.0638 -1.0474 -0.93 -2.78 3.33 -0.78
S -0.5695 -0.9171 -0.6307 1.46 0.24 -0.80 -0.04
C -0.5959 0.6788 0.1115 0.43 -0.77 -0.23 -0.46
C -1.3816 0.9672 1.1315 -0.60 0.33 0.85 0.47
Cl -2.5167 -0.1752 1.8627 0.81 0.93 -0.48 -0.17
Cl -1.3138 2.5743 1.8441 -0.29 -0.76 -0.18 -0.18
H 1.4361 -1.9829 -1.6923 -0.19 1.49 0.42 0.27
H 1.7951 -0.1686 -1.3019 0.15 1.02 -1.03 0.30
H 1.7557 -1.3417 -0.0029 -0.68 0.35 -1.95 0.27
H 0.0881 1.4290 -0.2747 -0.17 -0.05 0.08 0.33
```
Positions in Å, forces in eV/Å.

Its total charge is 0. Its relative energy (zero: lowest compared OMol25 entry of this formula, charge and spin) is 12.9 kcal per mole. For the HOMO energy, the calculation gives -8.579 eV. The total energy is -39054.818 eV. The orbital gap is 9.3 eV.

---

(7)
Entry from OMol25: 2 unconnected molecules or ions with the total composition C3H4Cl4 at a distorted geometry (the ωB97M-V functional and the def2-TZVPD basis).

```
11
Properties=species:S:1:pos:R:3:forces:R:3:mulliken_charge:R:1
C -0.3404 1.0327 0.6608 2.92 -0.96 1.08 -1.10
C 0.0038 -1.3464 -0.0251 0.87 -1.86 0.16 -0.64
C -0.9006 -0.2061 -0.0726 1.00 0.77 -0.94 0.88
Cl 3.5654 0.9110 -1.7255 -0.16 -0.13 0.08 -0.06
Cl 1.7103 -1.1641 0.0129 -0.53 0.22 -0.11 -0.08
Cl -2.4636 -0.7453 0.4722 -0.51 0.13 0.27 -0.14
Cl -1.0262 0.1342 -1.9526 -0.13 0.18 0.76 -0.18
H 0.4983 1.5763 0.0744 -1.96 -0.68 0.57 0.28
H -1.0783 1.6619 1.1603 0.04 0.02 -0.61 0.36
H 0.3316 0.5634 1.5080 -1.54 0.94 -1.20 0.31
H -0.3004 -2.4177 -0.1129 0.00 1.36 -0.06 0.39
```
Positions in Å, forces in eV/Å.

Its total charge is 0. Its relative energy (zero: lowest compared OMol25 entry of this formula, charge and spin) is 66.6 kcal per mole. For the HOMO energy (alpha / beta), the calculation gives -8.781 / -11.041 eV. The total energy is -53262.099 eV. The orbital gap (alpha / beta) is 5.0 / 10.0 eV.

---

(8)
Entry from OMol25: 2 unconnected molecules or ions with the total composition C3H4ClF at a distorted geometry (the ωB97M-V functional and the def2-TZVPD basis).

```
9
Properties=species:S:1:pos:R:3:forces:R:3:mulliken_charge:R:1
C -0.9663 -1.2365 -0.0182 1.21 -2.23 0.28 -0.75
C -0.7082 -0.0075 -0.1213 3.76 6.52 -0.15 0.36
C 1.1111 0.9549 0.1408 -4.65 -1.54 -0.67 -0.43
F -1.6055 0.9775 -0.4359 0.50 -1.00 0.62 -0.24
Cl 2.2730 -0.2190 -0.3262 0.51 0.21 0.12 -0.13
H -1.9016 -1.6169 -0.0156 -3.26 -0.70 -0.40 0.33
H -0.2711 -2.0273 0.0654 1.27 -0.15 0.39 0.23
H 0.9844 1.8575 -0.4411 0.30 -0.35 -0.90 0.30
H 1.0842 1.3174 1.1520 0.35 -0.76 0.70 0.32
```
Positions in Å, forces in eV/Å.

Its total charge is 0. Its relative energy (zero: lowest compared OMol25 entry of this formula, charge and spin) is 57.9 kcal per mole. For the HOMO energy, the calculation gives -9.903 eV. The total energy is -18412.562 eV. The orbital gap is 10.8 eV.